Model P:
Here is 9 unconnected molecules or ions with the total composition C44H115N9O13 from the Open Molecules 2025 dataset. Energies are from wB97M-V/def2-TZVPD.

Summary:
**SMILES**: COC[C@H](C)N.COC[C@H](C)N.COC[C@H](C)N.COC[C@H](C)N.COC[C@H](C)N.COCCNCCOC.COCCNCCOC.COCCNCCOC.COCCNCCOC

Atoms and positions in Å:
C  29.76104  3.44278  30.93479
C  30.91703  4.28256  31.37078
C  30.85149  4.81994  32.81087
O  29.65161  5.63157  33.01031
C  29.60236  6.76692  32.16801
N  32.15567  3.49504  31.11199
H  29.90906  2.99943  29.95009
H  28.88017  4.08377  30.97087
H  29.64311  2.67555  31.70000
H  31.01055  5.12382  30.68402
H  31.77517  5.34229  33.06002
H  30.86999  4.01043  33.54057
H  30.63269  7.11833  32.11298
H  28.89237  7.50209  32.54689
H  29.32862  6.43271  31.16728
H  32.14868  2.67474  31.70118
H  32.95838  4.04864  31.37524
C  33.73289  8.17750  30.85385
C  33.88760  7.81657  32.32413
C  35.02928  6.76115  32.57113
O  34.75006  5.52727  31.91596
C  35.72499  4.55933  31.91918
N  34.24498  8.96004  33.11600
H  34.64983  8.61471  30.45868
H  32.98633  8.96356  30.74048
H  33.40139  7.30836  30.28569
H  32.95604  7.50165  32.79438
H  35.10017  6.48272  33.62257
H  35.98526  7.19977  32.28509
H  36.41002  4.75441  31.09409
H  35.18033  3.61833  31.84199
H  36.30951  4.61453  32.83754
H  33.56154  9.65979  32.86431
H  33.84553  8.83898  34.03572
C  33.96558  1.25677  33.20425
C  32.59921  0.56918  33.45848
C  31.78787  0.94874  34.68842
O  32.69852  0.96854  35.79019
C  32.27853  1.29657  37.05620
N  31.88231  0.96497  32.26580
H  34.64604  1.16555  34.05085
H  33.94003  2.32362  32.98224
H  34.55058  0.64213  32.52008
H  32.77579  -0.50625  33.43928
H  31.00002  0.21133  34.84213
H  31.39535  1.95866  34.56971
H  31.57254  2.12285  36.97293
H  33.12485  1.65671  37.64112
H  31.81176  0.44588  37.55274
H  32.34632  0.62973  31.43370
H  31.00927  0.45759  32.24435
C  28.29940  9.22559  29.16837
C  28.81211  8.39883  27.95340
C  27.65234  7.61365  27.24286
O  26.83939  6.75752  28.05110
C  27.50595  5.60933  28.56190
N  29.55010  9.19262  27.00746
H  27.29892  9.61676  28.98365
H  28.97208  10.05229  29.39680
H  28.14166  8.62642  30.06515
H  29.44849  7.63480  28.39993
H  28.00296  7.01701  26.40073
H  26.93154  8.34358  26.87442
H  28.28372  6.01969  29.20594
H  27.81799  4.93688  27.76281
H  26.76865  5.04998  29.13777
H  30.16839  9.88537  27.40484
H  30.16082  8.55012  26.52341
C  32.48399  1.96437  27.31457
C  32.44383  0.85105  28.40588
C  32.86801  -0.49561  27.81920
O  31.93189  -0.91638  26.80550
C  32.16913  -2.31754  26.45326
N  33.22408  1.24621  29.58281
H  33.51396  2.10352  26.98609
H  32.11065  2.83904  27.84719
H  31.86314  1.75317  26.44392
H  31.39698  0.74336  28.68979
H  32.99714  -1.24272  28.60230
H  33.86249  -0.44744  27.37558
H  31.53549  -2.69447  25.65044
H  32.07740  -2.95411  27.33331
H  33.19479  -2.47312  26.11875
H  32.94943  2.19459  29.79551
H  34.13411  1.39839  29.17197
C  30.92162  5.66024  26.78497
O  31.28149  7.05527  26.63008
C  32.32250  7.44951  27.55666
C  33.67648  7.24092  26.87502
N  33.96553  8.23700  25.88765
C  35.07124  7.79348  24.94169
C  35.21448  8.64550  23.65958
O  34.12782  8.52427  22.72836
C  34.41748  9.02450  21.42317
H  30.00502  5.29358  26.32290
H  30.90244  5.35998  27.83263
H  31.72799  5.04078  26.39237
H  32.31410  6.82498  28.44997
H  32.16027  8.51775  27.70038
H  33.69503  6.27473  26.37080
H  34.39886  7.19086  27.68972
H  33.14353  8.53605  25.38269
H  34.72912  6.81092  24.61669
H  35.98732  7.79955  25.53234
H  36.08205  8.23076  23.14635
H  35.50613  9.66902  23.89506
H  35.21890  8.42309  20.99408
H  34.84414  10.01662  21.57072
H  33.47244  8.97202  20.88258
C  26.77395  14.26844  40.50475
O  26.79384  13.07467  39.73516
C  25.80741  12.20166  40.20181
C  25.87370  10.90709  39.40282
N  27.16101  10.35656  39.72388
C  27.56927  9.13906  38.92045
C  27.52816  9.38025  37.39099
O  28.10118  8.21483  36.80844
C  27.97055  8.23232  35.38219
H  27.44434  14.97702  40.01836
H  27.06040  14.03703  41.53066
H  25.78381  14.70937  40.38934
H  24.81206  12.62576  40.06947
H  26.00464  12.01243  41.25699
H  25.79903  11.10319  38.33321
H  25.02484  10.29901  39.71551
H  27.71777  11.14280  39.42066
H  26.99618  8.22516  39.07686
H  28.58002  8.91407  39.26082
H  28.11318  10.28043  37.20250
H  26.52491  9.58609  37.01789
H  28.51756  9.08371  34.97722
H  26.92826  8.32819  35.07796
H  28.29086  7.31841  34.88192
C  26.25386  5.76934  40.06124
O  25.24714  5.65696  39.07977
C  25.40758  6.33458  37.83781
C  24.26905  5.95180  36.86024
N  24.39442  6.87711  35.71853
C  23.35913  6.57774  34.78839
C  23.83328  7.10984  33.42352
O  25.12883  6.51909  33.15089
C  25.63142  6.61621  31.82207
H  26.03101  6.76418  40.44691
H  27.29932  5.83571  39.76007
H  26.23160  5.06682  40.89434
H  26.28625  5.98066  37.29856
H  25.58886  7.40924  37.81938
H  23.29967  5.94609  37.35860
H  24.49638  4.91467  36.61366
H  25.15214  6.53646  35.14414
H  22.41296  7.04726  35.05749
H  23.22562  5.50012  34.69339
H  23.80703  8.19936  33.40456
H  23.07575  6.72086  32.74312
H  24.88019  6.24920  31.12275
H  26.49722  5.96241  31.71698
H  26.06953  7.59057  31.60576
C  25.40846  3.10633  34.37730
O  26.31051  3.53178  35.41121
C  27.63436  3.58060  34.98993
C  28.53820  4.21638  36.11406
N  28.62679  3.28134  37.20117
C  29.53466  3.77030  38.23541
C  29.54679  3.06650  39.62521
O  28.19224  2.83479  39.95042
C  28.06015  2.42866  41.25512
H  25.49119  2.05661  34.09560
H  25.51503  3.74113  33.49766
H  24.38686  3.23332  34.73551
H  27.72894  4.33545  34.20932
H  28.03177  2.61168  34.68768
H  28.19844  5.18414  36.48299
H  29.52669  4.48209  35.73938
H  27.71560  3.24811  37.63560
H  29.14691  4.75181  38.50814
H  30.53982  3.88971  37.83107
H  30.01590  3.63575  40.42770
H  30.14070  2.17760  39.41250
H  28.87027  1.82221  41.66013
H  27.13988  1.85914  41.38494
H  27.97345  3.27594  41.93535


Model Q:
Here is 9 unconnected molecules or ions with the total composition C44H115N9O13 from the Open Molecules 2025 dataset. Energies are from wB97M-V/def2-TZVPD.

Summary:
**SMILES**: COC[C@H](C)N.COC[C@H](C)N.COC[C@H](C)N.COC[C@H](C)N.COC[C@H](C)N.COCCNCCOC.COCCNCCOC.COCCNCCOC.COCCNCCOC

Atoms and positions in Å:
C  14.25569  9.26088  7.86551
O  14.40989  10.17643  8.91863
C  13.22833  10.58830  9.52727
C  13.22742  10.22713  10.99418
N  14.19190  11.05955  11.70865
C  14.38407  10.66087  13.09746
C  15.01820  11.80568  13.84698
O  15.12531  11.44714  15.18982
C  15.62262  12.49298  16.00864
H  13.72981  8.34210  8.16407
H  15.24656  8.94637  7.53648
H  13.73887  9.69349  6.99892
H  12.32872  10.10158  9.10814
H  13.01143  11.64813  9.35983
H  13.47989  9.15453  11.05277
H  12.23752  10.40502  11.42015
H  15.08552  10.99564  11.22965
H  14.95604  9.72497  13.15303
H  13.40789  10.45013  13.54512
H  14.40646  12.70220  13.66771
H  15.98943  12.04396  13.37700
H  16.71173  12.59233  15.87652
H  15.42166  12.21745  17.04184
H  15.18768  13.47710  15.79230
C  6.54755  22.43222  11.87354
O  7.19322  21.28451  11.38129
C  6.41620  20.11751  11.49142
C  6.98875  19.04986  10.56271
N  6.69908  17.70020  10.98317
C  5.30480  17.41682  11.12558
C  5.02690  15.95940  11.47603
O  3.83616  15.88259  12.18948
C  3.46772  14.55409  12.49907
H  6.22907  22.34815  12.91697
H  5.66854  22.68436  11.26073
H  7.25429  23.24809  11.72734
H  5.35556  20.28017  11.25030
H  6.45971  19.74796  12.53175
H  8.06771  19.23021  10.50162
H  6.61510  19.27311  9.54234
H  7.13895  17.09271  10.27520
H  4.68388  17.72240  10.25804
H  4.88794  18.03747  11.93250
H  5.87602  15.58234  12.06741
H  4.96240  15.40986  10.52142
H  2.43670  14.61480  12.84498
H  4.12572  14.11373  13.25742
H  3.46525  13.90822  11.60876
C  4.99152  18.30901  14.48980
O  3.78389  17.88059  15.04258
C  3.67404  16.47748  15.00470
C  2.32885  16.10960  15.55512
N  1.29008  16.90511  14.95102
C  -0.01067  16.68608  15.56151
C  -1.13008  17.17519  14.67293
O  -1.06404  18.59270  14.67693
C  -2.15256  19.16684  14.01453
H  5.04331  19.39770  14.48812
H  5.14338  17.95139  13.46404
H  5.81717  17.99671  15.15035
H  4.49474  16.03282  15.58598
H  3.77546  16.14729  13.95683
H  2.42209  16.37941  16.63283
H  2.08905  15.04897  15.54208
H  1.50589  17.89103  15.04292
H  -0.13115  17.14532  16.55969
H  -0.10813  15.60639  15.73061
H  -2.10397  16.78640  14.98299
H  -0.85445  16.90181  13.64399
H  -3.08386  18.93916  14.55193
H  -2.24266  18.78523  12.98838
H  -2.02120  20.24462  13.98513
C  6.23578  11.37155  11.47044
O  7.51567  11.40644  10.92592
C  8.16447  12.61983  11.24094
C  9.41484  12.70771  10.35717
N  9.93340  14.06404  10.28856
C  10.86505  14.26264  9.15805
C  11.38270  15.65925  9.18535
O  12.30473  15.72624  10.24249
C  12.63315  17.05778  10.60517
H  5.61306  12.14287  10.99424
H  6.24033  11.64320  12.53620
H  5.83220  10.37562  11.33841
H  8.44198  12.64977  12.30324
H  7.53438  13.48245  10.99343
H  9.07810  12.39967  9.36016
H  10.16843  11.98902  10.71456
H  10.49677  14.24920  11.11510
H  10.33851  14.01579  8.23110
H  11.73207  13.59162  9.26487
H  10.56270  16.37241  9.36391
H  11.88585  15.96358  8.25731
H  13.47488  17.00238  11.29376
H  11.80915  17.58611  11.10043
H  12.90159  17.64913  9.71847
C  13.80944  18.96898  18.42362
C  13.02571  17.68077  18.54156
C  13.45982  16.60201  17.56132
O  13.25138  17.06268  16.27048
C  13.71898  16.18687  15.28885
N  13.00157  17.24535  19.94490
H  14.03734  19.24347  17.39988
H  14.70127  18.93779  19.06412
H  13.25769  19.77456  18.91861
H  11.98698  17.91664  18.26285
H  12.90106  15.67042  17.76322
H  14.51702  16.33432  17.76432
H  13.42651  16.63089  14.34008
H  13.24182  15.19968  15.37190
H  14.80495  16.02580  15.31992
H  13.95124  17.23340  20.31398
H  12.66769  16.28966  20.05225
C  7.83063  15.50943  13.79832
C  8.99593  16.45444  13.62269
C  10.30698  15.76525  13.85335
O  10.46346  14.66143  13.00682
C  11.73215  14.10105  13.19094
N  8.96568  17.02851  12.26397
H  7.89070  15.09040  14.81890
H  7.93552  14.58622  13.22360
H  6.87962  16.01683  13.67258
H  8.87799  17.29392  14.30817
H  10.29702  15.45649  14.90957
H  11.12393  16.48350  13.69690
H  12.00308  13.35423  12.44082
H  11.76118  13.61757  14.17735
H  12.49216  14.88391  13.12412
H  8.00047  17.08836  11.92380
H  9.36296  16.33966  11.61865
C  7.76886  20.40949  13.94807
C  9.17321  20.63195  13.39079
C  10.18259  19.99649  14.31382
O  10.11295  20.67034  15.56552
C  11.10040  20.22778  16.44480
N  9.27980  20.06932  12.03679
H  7.60049  19.35700  14.20509
H  6.98909  20.73132  13.25227
H  7.58492  20.95652  14.88131
H  9.38932  21.69920  13.29933
H  11.20334  20.16267  13.93952
H  9.96330  18.92186  14.38076
H  10.87378  19.20034  16.76683
H  11.11620  20.85416  17.33295
H  12.09829  20.20063  15.99033
H  9.31525  19.03764  12.09644
H  8.41228  20.26828  11.54395
C  6.02523  15.40554  7.21136
C  7.47805  15.33191  7.58436
C  8.39688  16.33039  6.90846
O  8.07794  16.43942  5.55841
C  9.07073  17.05084  4.79430
N  7.60828  15.53638  9.05923
H  5.88331  15.42424  6.12947
H  5.48995  16.23540  7.67010
H  5.54472  14.46374  7.50434
H  7.87608  14.33066  7.35142
H  9.45263  16.04313  7.06148
H  8.34137  17.31687  7.40473
H  8.79682  17.03994  3.74056
H  10.04442  16.54659  4.88718
H  9.20974  18.10864  5.07054
H  8.53433  15.20980  9.38293
H  6.95486  14.89251  9.50103
C  9.07684  13.18531  17.13306
C  10.24315  14.01699  17.65696
C  9.79258  15.37624  18.13534
O  9.15085  16.04938  17.06543
C  8.55225  17.24828  17.40893
N  10.89525  13.34061  18.77076
H  8.26668  13.15184  17.86293
H  9.42226  12.17795  16.90321
H  8.69623  13.59860  16.19293
H  10.95136  14.21892  16.84530
H  10.64704  15.99757  18.43245
H  9.06722  15.25527  18.95546
H  7.68469  17.41686  16.76913
H  9.24439  18.09393  17.33792
H  8.13924  17.22324  18.42828
H  11.58353  12.65668  18.49068
H  10.21353  12.84325  19.33056


Energetically preferred structure: model Q | next structure: +41.6 kcal/mol


Model P:
Here is 4 unconnected molecules or ions with the total composition C3H17N2O3 from the Open Molecules 2025 dataset. Energies are from wB97M-V/def2-TZVPD.

Summary:
**Charge**: +1

Atoms and positions in Å:
N  1.11155  -0.45985  -0.15276
C  0.47001  -0.37949  1.31768
C  -0.29409  0.99010  1.30427
N  -1.65307  0.81426  0.65431
C  -2.71250  0.17287  1.63494
H  2.05004  -0.99089  0.01263
H  0.60000  -0.90477  -0.81971
H  1.14189  0.41032  -0.61153
H  -0.22540  -1.23623  1.19576
H  1.25627  -0.37049  2.07533
H  -0.33444  1.33550  2.37931
H  0.41296  1.78747  0.95942
H  -1.87438  1.89272  0.52339
H  -3.65303  -0.05830  0.98458
H  -2.73921  0.63107  2.61575
H  -2.31363  -0.82065  2.09620
H  0.41327  -3.97559  -1.93426
H  -1.00981  -3.79047  -2.38083
O  -0.21720  -3.46788  -1.87002
H  0.60807  1.82635  -2.10468
H  -0.26992  0.70610  -2.36603
O  0.58601  0.86135  -2.38746
H  3.08701  1.81933  -1.76532
H  3.06284  1.47761  -0.30792
O  2.49677  1.72956  -1.05305


Model Q:
Here is 4 unconnected molecules or ions with the total composition C3H17N2O3 from the Open Molecules 2025 dataset. Energies are from wB97M-V/def2-TZVPD.

Summary:
**Charge**: +1

Atoms and positions in Å:
N  -0.30994  2.03798  0.66697
C  -1.25206  1.82695  -0.56397
C  -1.48387  0.39835  -0.88207
N  -0.31578  -0.17226  -1.54144
C  0.58711  -1.06723  -0.83644
H  0.62362  2.21784  0.46798
H  -0.79121  2.86138  1.22506
H  -0.35720  1.25923  1.40169
H  -2.27198  2.16864  -0.36174
H  -0.81816  2.36452  -1.43682
H  -1.80301  -0.09439  0.06041
H  -2.39274  0.32605  -1.58137
H  -0.48799  -0.46074  -2.38856
H  0.54382  -0.80730  0.13607
H  1.57136  -0.97630  -1.18829
H  0.30747  -2.12962  -0.91234
H  3.43982  -2.28102  4.25805
H  4.05972  -0.86946  4.32661
O  3.25966  -1.33594  3.94796
H  -2.03073  -0.52214  -4.54389
H  -1.13660  -1.74170  -4.18425
O  -1.96719  -1.30172  -4.03101
H  0.42921  -1.02727  2.83898
H  1.75720  -0.41667  2.74575
O  0.83950  -0.25720  2.37665


Energetically preferred structure: model Q | next structure: +47.4 kcal/mol